A single C2H2OS molecule at a distorted geometry. Source: OMol25; level of theory: ωB97M-V/def2-TZVPD.

Output
F_max = 4.8 eV/A
LUMO energy = -0.0443 hartree
SMILES = O=CC=S
HOMO-LUMO gap = 7.9 eV
E_HOMO = -0.3353 Eh

Geometry as ORCA input:
```
! RIJCOSX wB97M-V def2-TZVPD def2/J DEFGRID3
* xyz 0 1
C -0.715 0.180 -0.065
C 0.805 -0.332 -0.033
H -1.062 0.833 -0.955
H 1.394 -0.344 1.133
O 1.512 -0.406 -0.964
S -1.935 0.070 0.884
*
```